95
Properties=species:S:1:pos:R:3:forces:R:3 method="wB97M-V/def2-TZVPD" s2=6.093 charge=-1 e_tot_ev=-388782.157 multiplicity=5 fmax_ha_per_bohr=0.02047 relative_energy_kj_mol=210.0
Co 0.288678 0.295272 -0.082020 0.76 -0.36 0.25
O 2.587651 -0.009882 -0.271935 0.20 -0.19 0.07
C 1.863584 -0.813219 0.298068 -0.07 0.25 -0.59
C 2.389557 -2.146807 0.710367 -0.03 0.11 0.12
C 3.742381 -2.418370 0.511019 0.01 0.01 0.03
C 4.261736 -3.652269 0.853014 0.00 0.02 -0.01
C 3.425265 -4.625017 1.391945 -0.03 0.01 0.00
C 2.081308 -4.355126 1.587739 0.02 0.00 0.06
C 1.545127 -3.109061 1.256281 -0.06 -0.15 -0.04
P -0.230861 -2.694027 1.466385 0.04 -0.02 0.23
C -1.040324 -3.686475 0.156963 0.00 -0.01 0.01
C -2.366301 -3.350923 -0.123251 -0.06 -0.05 0.07
C -3.073710 -4.023516 -1.109388 0.00 0.04 -0.01
C -2.452008 -5.014851 -1.853654 0.00 0.01 0.00
C -1.122497 -5.329111 -1.608711 0.01 0.00 0.01
C -0.420167 -4.670683 -0.609904 -0.02 0.00 0.04
C -0.612310 -3.638876 2.999826 -0.19 -0.05 -0.10
C -1.827960 -4.307317 3.146254 0.05 -0.04 -0.01
C -2.184912 -4.874211 4.361457 0.01 0.00 0.03
C -1.339509 -4.776145 5.457187 -0.03 -0.01 -0.02
C -0.135982 -4.097613 5.328940 0.04 0.01 -0.01
C 0.220646 -3.529861 4.114604 0.02 0.03 0.00
H 4.361902 -1.643465 0.078793 0.01 0.01 0.00
H 5.312611 -3.863441 0.698534 0.00 0.00 0.00
H 3.821673 -5.598012 1.655780 0.00 0.00 0.00
H 1.437040 -5.118102 2.007193 -0.01 0.01 0.02
H -2.852111 -2.548617 0.424218 -0.01 0.01 0.02
H -4.100332 -3.745253 -1.307883 -0.02 0.02 0.00
H -2.995503 -5.526458 -2.638275 0.00 0.00 0.00
H -0.624765 -6.085187 -2.203321 0.00 0.00 0.00
H 0.620675 -4.913974 -0.445915 0.01 0.00 0.01
H -2.505434 -4.387847 2.305665 0.00 0.00 0.00
H -3.132532 -5.390680 4.451105 0.00 0.00 0.00
H -1.619650 -5.218645 6.404725 0.00 0.01 0.00
H 0.529464 -4.003403 6.178278 0.00 0.00 0.00
H 1.158605 -2.991787 4.036495 0.02 0.01 -0.02
F 0.990273 -1.949962 -1.779635 0.01 0.00 -0.06
C -0.017662 -0.998538 -1.605927 0.09 0.09 -0.04
F -0.207992 -0.507046 -2.885475 0.01 0.02 0.02
H -0.920382 -1.572223 -1.374363 0.08 0.08 0.01
Se -4.809238 3.139167 1.231332 -0.04 0.04 0.01
Sb -4.427184 0.798237 1.092148 0.25 0.11 -0.02
Se -5.518452 -0.753612 -0.432404 0.02 -0.04 -0.01
Se -4.791268 -0.845836 2.835740 0.02 -0.10 0.04
Se -1.866812 0.620368 0.435564 -1.04 0.16 -0.04
C 0.243643 6.302117 0.439519 -0.01 0.01 -0.02
C 1.416285 5.589946 0.220349 0.01 0.00 0.01
C 1.367496 4.351336 -0.398605 0.00 0.02 0.00
C 0.161577 3.782252 -0.817144 -0.04 0.05 -0.06
C -1.002589 4.521892 -0.595279 0.02 0.02 0.01
C -0.965869 5.764334 0.027495 0.01 0.01 -0.05
Si 0.150019 2.088124 -1.680240 -0.08 -0.03 0.11
C -1.350386 2.125821 -2.847048 0.02 0.00 -0.04
C -2.675322 2.254689 -2.420085 0.00 0.02 -0.03
C -3.732196 2.313033 -3.317964 0.00 0.00 0.00
C -3.489345 2.245477 -4.681609 0.00 0.00 0.01
C -2.183473 2.122727 -5.132772 0.00 0.00 0.00
C -1.132937 2.064310 -4.227126 -0.01 -0.04 -0.01
C 1.683049 2.144758 -2.804032 0.03 0.00 0.00
C 2.026928 3.367524 -3.392864 -0.01 0.00 -0.04
C 3.101075 3.481288 -4.264873 -0.02 0.00 0.01
C 3.865714 2.364271 -4.568936 0.01 -0.02 0.00
C 3.541781 1.141370 -3.999822 0.01 0.00 -0.01
C 2.463631 1.033817 -3.130769 -0.02 0.05 0.02
H 0.275276 7.271827 0.921771 0.00 0.00 0.00
H 2.369423 6.003054 0.530150 0.00 0.00 0.00
H 2.292994 3.818703 -0.577560 0.06 -0.04 0.01
H -1.962679 4.130994 -0.904949 0.00 0.03 0.01
H -1.888616 6.308046 0.190584 -0.01 -0.01 0.00
H -2.906667 2.318514 -1.364238 -0.02 0.00 -0.02
H -4.743808 2.407928 -2.941923 0.00 0.00 0.00
H -4.311564 2.284968 -5.385874 0.00 0.00 0.00
H -1.978573 2.063908 -6.195256 0.00 0.00 0.00
H -0.125100 1.950465 -4.606987 0.00 0.00 0.00
H 1.439800 4.252026 -3.171882 0.00 0.00 0.00
H 3.337414 4.442048 -4.706729 0.00 0.00 0.00
H 4.707622 2.446445 -5.246099 0.00 0.00 0.00
H 4.130022 0.261591 -4.231951 0.00 0.00 0.00
H 2.235225 0.069196 -2.704803 -0.02 -0.04 0.03
C 3.356532 2.121437 1.573739 0.04 0.05 -0.06
O 2.447517 1.290785 2.297893 -0.14 0.02 0.02
P 0.881231 1.306428 1.959447 -0.02 0.15 -0.18
O 0.567128 2.860582 2.219532 0.05 -0.13 0.04
C -0.759695 3.350316 2.452674 -0.02 -0.02 0.00
O 0.439794 0.586179 3.310653 0.09 -0.22 0.06
C -0.828164 0.072875 3.727215 -0.04 0.14 -0.06
H 3.124571 3.172064 1.746289 0.00 0.02 0.02
H 3.321437 1.892548 0.509034 0.01 0.06 0.02
H 4.347668 1.890578 1.957310 0.00 0.02 0.01
H -0.672284 4.427398 2.568114 0.00 -0.02 0.00
H -1.169792 2.914470 3.365408 0.01 -0.02 0.02
H -1.419608 3.135142 1.612031 0.03 0.00 0.06
H -1.139903 0.640296 4.603970 -0.03 0.00 -0.01
H -0.711329 -0.973758 3.990221 0.02 -0.06 0.01
H -1.587268 0.156264 2.950467 0.01 -0.04 0.02